# 1
Below is a 17-piece molecular cluster, C38H106F6N2O19S2 overall, with properties calculated with the ωB97M-V functional and the def2-TZVPD basis.

The energy above the lowest of the compared OMol25 structures with the same formula, charge and spin is 0.0 kJ/mol. The LUMO energy is -0.63 eV. Its HOMO energy is -9.19 eV. The total energy comes out at -4445.961013 Ha.

Geometry (Å):
1 H -0.695 -4.960 8.582
2 O -0.443 -5.220 -0.998
3 H -0.171 -4.073 0.755
4 H -2.161 -0.655 -6.292
5 C 5.484 1.366 0.871
6 C 6.014 -0.019 0.529
7 C -3.957 2.603 1.200
8 H -3.249 2.232 0.448
9 H -1.075 -1.751 6.519
10 C 7.108 -0.646 -5.143
11 H 0.251 3.170 -1.395
12 C 0.687 1.335 -6.294
13 O -0.678 1.233 0.114
14 O 4.295 -4.285 -2.927
15 H -0.940 -4.987 -3.778
16 H -5.225 -3.555 0.727
17 H -3.138 -2.026 -2.008
18 H 3.685 -4.829 -2.417
19 C -5.044 1.067 -5.167
20 H -4.446 -1.456 -2.997
21 H -2.927 -0.227 4.394
22 H 1.663 6.197 2.407
23 C -1.228 -0.316 -5.850
24 H 4.469 1.789 2.485
25 H -2.553 2.066 -3.991
26 H 5.887 2.396 -1.028
27 H -1.124 3.923 -2.206
28 H 7.672 -1.568 -5.287
29 H -1.205 -3.217 8.757
30 H 1.914 4.277 5.247
31 H 0.188 4.062 1.712
32 H 6.139 -0.631 1.429
33 H 1.284 3.063 2.670
34 H -4.156 -3.239 -2.885
35 H -4.705 0.089 4.353
36 H 0.482 -3.649 8.596
37 H 1.242 2.863 0.928
38 C -4.141 -2.373 3.478
39 H 2.082 4.495 -0.580
40 H -4.721 -1.753 2.789
41 C -4.303 -1.901 4.898
42 H -5.503 1.878 -3.254
43 F 1.402 -0.093 -3.233
44 O 0.054 -2.692 -1.692
45 H 0.289 -2.688 1.282
46 C -1.292 -5.989 -1.850
47 O -1.072 -0.553 -2.027
48 H 1.601 6.053 0.151
49 H -5.745 -1.474 6.117
50 H 1.128 5.089 -4.845
51 H 4.270 -3.428 -2.495
52 H -3.964 3.653 -4.859
53 H -0.451 -1.080 -5.965
54 H 0.986 5.266 -2.585
55 H 4.547 0.355 -3.070
56 C 5.062 2.145 -0.361
57 H 2.365 3.032 -4.112
58 H 6.991 -0.020 0.052
59 C -0.012 2.353 5.753
60 H -3.727 0.812 2.442
61 H -0.056 2.524 8.284
62 C -5.039 -2.350 -1.141
63 C 1.592 -0.581 -2.018
64 H -1.619 -4.196 6.466
65 H 6.164 1.934 1.509
66 H 0.880 2.265 -6.833
67 H -2.668 4.381 1.340
68 H -1.203 -0.126 -4.777
69 H 2.719 3.156 6.348
70 H 0.357 -4.717 5.305
71 C -1.351 -7.438 -1.413
72 O 0.123 -3.614 1.558
73 H 0.668 -2.189 6.500
74 H 3.298 -2.041 0.553
75 F -0.710 -0.926 3.204
76 S -0.905 -0.069 0.712
77 H 4.370 -4.122 0.134
78 O -5.040 3.201 0.496
79 H -2.418 3.124 2.606
80 C 0.580 3.366 6.711
81 H -4.390 1.197 -6.036
82 O -2.252 -0.592 0.539
83 C 5.140 0.469 -3.979
84 H 5.593 1.460 -3.942
85 H 4.371 1.586 -0.995
86 O -5.669 -1.964 5.292
87 H -0.330 -7.751 -1.190
88 H -3.787 4.197 2.702
89 H -3.875 0.022 5.885
90 C -4.139 -2.285 -2.359
91 H 7.550 0.303 -2.852
92 H -0.915 1.878 6.144
93 H -6.024 1.325 -5.572
94 H 2.426 2.988 -2.373
95 H -1.951 -7.480 -0.500
96 H 6.580 -0.618 -6.104
97 F 2.511 -1.539 -2.063
98 H 1.394 0.562 -6.596
99 H 0.452 -5.858 -3.135
100 H -3.875 -1.049 -0.201
101 H -3.703 -2.510 5.582
102 H -4.651 3.760 -0.184
103 H -4.994 0.008 -4.913
104 C -0.527 -3.927 8.283
105 H -0.094 4.219 6.845
106 H 5.273 -3.077 -0.528
107 H -3.089 -2.366 3.201
108 O -4.825 -1.208 -0.301
109 C 1.946 3.926 6.280
110 N 0.206 -1.119 0.346
111 H -0.698 1.581 -8.439
112 H 5.257 -0.595 -0.005
113 H -0.363 2.467 -2.849
114 H -6.102 -2.454 -1.359
115 C 2.220 3.648 -3.223
116 H -5.044 0.828 1.322
117 C -4.734 2.031 -4.011
118 H -1.468 1.729 -6.219
119 C 2.325 5.237 0.180
120 H -3.135 0.721 -3.120
121 F 0.814 0.515 2.715
122 C -3.384 1.760 -3.347
123 C -0.630 -5.891 -3.246
124 F -1.235 1.167 3.017
125 O -1.017 0.811 -7.959
126 C -0.339 -2.479 6.183
127 C -0.167 3.429 -2.370
128 H 0.796 1.521 -5.224
129 O 4.367 1.137 1.788
130 H -0.287 2.829 4.808
131 C -0.464 0.204 2.553
132 H 4.519 3.048 -0.074
133 N 2.858 -1.290 1.126
134 H -3.617 -3.603 -0.077
135 S -0.004 -1.277 -1.383
136 H 4.449 0.314 -4.811
137 C -0.625 -3.849 6.772
138 O 6.990 -0.476 -2.799
139 H -0.215 -2.550 5.100
140 H -4.907 -4.499 -0.713
141 H 5.669 -1.606 -3.936
142 H 2.764 -1.679 2.061
143 H -2.299 -5.561 -1.856
144 H 1.904 -1.178 0.681
145 H 3.296 5.677 -0.053
146 C 0.824 4.309 -3.094
147 H -1.830 -8.118 -2.113
148 H -5.172 1.840 2.776
149 O 2.378 5.570 2.550
150 H -0.919 -6.703 -3.917
151 C 1.178 3.604 1.729
152 H -0.328 -4.362 -1.439
153 H 2.315 4.716 6.932
154 O 4.362 -3.230 -0.239
155 C -3.149 3.657 1.998
156 O 0.417 4.594 -4.427
157 H 0.675 1.546 5.490
158 O 0.298 -4.817 6.261
159 C -4.485 1.461 2.016
160 H 3.226 3.935 1.714
161 O 0.834 2.758 7.988
162 H 7.754 0.233 -5.096
163 H 3.374 -0.403 1.087
164 C 2.355 4.571 1.543
165 F 1.997 0.410 -1.235
166 C -3.886 -0.399 4.875
167 C -4.701 -3.536 -0.224
168 H -3.317 2.313 -2.409
169 H -4.618 -3.342 3.304
170 C 6.164 -0.633 -3.977
171 C -0.771 0.958 -6.573
172 O -4.786 3.373 -4.448
173 H 3.032 4.381 -3.220



# 2
Below is one molecule with the formula C3H9N3S2, with properties calculated with the ωB97M-V functional and the def2-TZVPD basis.

The energy above the lowest of the compared OMol25 structures with the same formula, charge and spin is 265.4 kJ/mol. Its structure (SMILES) is CCS/C(=N\S)NN. The LUMO energy is 0.56 eV. Its HOMO energy is -8.00 eV. The total energy comes out at -1080.215984 Ha.

Geometry (Å):
1 C 0.674 0.695 0.668
2 N 1.862 0.565 0.896
3 C -0.040 -1.798 -0.893
4 H 1.657 -1.302 2.151
5 N 0.350 1.744 -0.247
6 H -0.613 -2.819 -1.512
7 H -1.337 -0.053 -0.967
8 H -1.710 1.972 -0.533
9 C -1.109 -0.927 -0.366
10 H 0.455 -1.083 -1.659
11 H 1.172 2.032 -0.857
12 S -0.723 -0.077 1.314
13 H 0.547 -2.290 0.008
14 N -0.843 2.368 -0.263
15 H -2.109 -1.391 -0.187
16 H -0.951 2.875 0.710
17 S 2.718 -0.511 1.738



# 3
Below is a 2-piece molecular cluster, C7H13NO overall, with properties calculated with the ωB97M-V functional and the def2-TZVPD basis.

The energy above the lowest of the compared OMol25 structures with the same formula, charge and spin is 396.1 kJ/mol. The LUMO energy (spin up / spin down) is 0.57 / 0.57 eV. Its HOMO energy (spin up / spin down) is -6.88 / -6.88 eV. The total energy comes out at -404.376593 Ha.

Geometry (Å):
1 H 1.321 2.835 1.776
2 H -2.280 0.917 1.190
3 C 0.897 1.183 0.462
4 H 1.018 0.526 -1.507
5 C -0.725 -0.161 0.158
6 H -0.200 -2.143 0.824
7 C -0.927 -1.792 -1.205
8 C -1.760 -0.039 1.241
9 H 1.379 1.309 2.562
10 N 1.458 1.181 -0.695
11 H 2.374 1.601 -0.853
12 H 1.007 -1.427 -0.288
13 O 0.363 -0.387 -2.591
14 H -1.770 -2.465 -1.116
15 C -0.570 -1.236 -2.426
16 C 1.617 1.794 1.610
17 H -2.511 -0.824 1.139
18 H -0.898 0.459 -0.704
19 H -1.161 -1.506 -3.310
20 C -0.051 -1.476 -0.027
21 H 2.716 1.794 1.538
22 H -1.297 -0.144 2.224



# 4
Below is a 2-piece molecular cluster, C4H10NS overall, with properties calculated with the ωB97M-V functional and the def2-TZVPD basis.

The energy above the lowest of the compared OMol25 structures with the same formula, charge and spin is 77.4 kJ/mol. The LUMO energy is 4.29 eV. Its total charge is -1. Its HOMO energy is -2.43 eV. The total energy comes out at -611.336332 Ha.

Geometry (Å):
1 C 0.756 -0.580 -1.847
2 H -0.569 0.948 -2.736
3 H 2.012 0.672 2.535
4 S -1.062 0.879 -0.329
5 C -0.054 0.451 2.688
6 H -0.271 1.454 2.353
7 H 1.094 -0.978 -2.810
8 H -1.325 -0.554 -2.218
9 H 0.374 -1.159 0.000
10 H -0.907 -0.201 2.834
11 C -0.566 0.197 -1.942
12 H 1.509 0.140 -1.501
13 H 1.434 -1.003 3.090
14 N 0.775 -1.623 -0.817
15 C 1.195 0.013 2.805
16 H 0.158 -2.390 -1.057



The highest total energy belongs to which entry?
C7H13NO



Which of these has the highest total energy?
C7H13NO



Among the records above, which one has the highest total energy?
C7H13NO



Please write out number 4 again, unchanged.
Below is a 2-piece molecular cluster, C4H10NS overall, with properties calculated with the ωB97M-V functional and the def2-TZVPD basis.

The energy above the lowest of the compared OMol25 structures with the same formula, charge and spin is 77.4 kJ/mol. The LUMO energy is 4.29 eV. Its total charge is -1. Its HOMO energy is -2.43 eV. The total energy comes out at -611.336332 Ha.

Geometry (Å):
1 C 0.756 -0.580 -1.847
2 H -0.569 0.948 -2.736
3 H 2.012 0.672 2.535
4 S -1.062 0.879 -0.329
5 C -0.054 0.451 2.688
6 H -0.271 1.454 2.353
7 H 1.094 -0.978 -2.810
8 H -1.325 -0.554 -2.218
9 H 0.374 -1.159 0.000
10 H -0.907 -0.201 2.834
11 C -0.566 0.197 -1.942
12 H 1.509 0.140 -1.501
13 H 1.434 -1.003 3.090
14 N 0.775 -1.623 -0.817
15 C 1.195 0.013 2.805
16 H 0.158 -2.390 -1.057